The following is a DFT calculation (ωB97M-V/def2-TZVPD) of a cluster of 13 separate species, C37H66Cl26F2N3O8P2S in total in a non-equilibrium geometry.

Positions of all 145 atoms, in Å:
1 C 0.21640 -0.24878 3.17455
2 C -0.80380 0.18368 2.29971
3 C -0.87950 0.23156 0.65019
4 C -1.98157 -0.94868 0.59293
5 C -2.18255 -1.88907 -0.66411
6 C -3.30612 -1.50079 -1.75307
7 S -4.12013 -3.09433 -2.38891
8 C -1.38097 1.82412 0.57785
9 N -2.58552 2.26505 1.20377
10 C -2.66000 2.97294 2.48007
11 C -3.88037 2.27259 0.57447
12 C -4.74086 3.65690 0.42386
13 O -4.55105 1.27424 0.13506
14 P -1.42265 2.65818 -1.19539
15 O -1.98324 4.29743 -0.96327
16 Cl -2.76643 1.74210 -2.51161
17 C 0.12008 2.44026 0.88846
18 C 0.54128 3.15845 2.23502
19 C 0.32058 4.78390 2.25757
20 C 1.74533 5.58873 2.22782
21 Cl -0.35593 5.12796 3.96854
22 C 1.21183 1.28768 0.44013
23 C 2.51230 1.81044 -0.39271
24 C 3.37254 2.92788 0.38297
25 P 4.92175 3.27460 -0.67642
26 O 5.62259 4.59532 -0.33390
27 O 6.04175 2.01479 -0.27645
28 C 6.23646 1.93838 1.17287
29 C 7.63844 1.21140 1.45233
30 O 4.55797 3.04560 -2.31998
31 C 4.05221 4.25239 -2.95656
32 C 2.51467 4.14976 -3.44509
33 N 0.45335 0.05416 -0.07738
34 C 0.44894 -0.01345 -1.58288
35 C 1.47042 -1.03110 -2.27020
36 O 0.99180 -2.03822 -2.86595
37 F 2.88309 -0.89149 -2.33734
38 C 1.26720 -1.16904 0.29601
39 O 2.48183 -1.12327 0.67019
40 N 0.69396 -2.54977 0.40312
41 C 1.59154 -3.39942 1.24018
42 O 2.50273 -4.11588 0.76388
43 F 1.45501 -3.37375 2.66966
44 H 0.07200 -1.24178 3.75398
45 H 1.24136 0.25808 3.33550
46 H -1.83426 0.38004 2.79549
47 H -1.71090 -1.70333 1.44127
48 H -3.02689 -0.57322 0.93316
49 H -1.23048 -2.16576 -1.27086
50 H -2.53906 -2.92836 -0.27613
51 H -2.76087 -1.07489 -2.66479
52 H -4.16832 -0.86418 -1.36445
53 H -3.39342 -3.41643 -3.53508
54 H -3.73894 3.07456 2.89617
55 H -2.09447 2.46586 3.35748
56 H -2.31724 4.07242 2.32775
57 H -5.77634 3.52103 0.89882
58 H -4.17127 4.57414 0.79541
59 H -4.89385 3.76759 -0.71762
60 H -1.87846 4.52874 -0.00099
61 H 0.42462 3.25637 0.10910
62 H 1.66894 3.04297 2.49306
63 H 0.01877 2.70681 3.16723
64 H -0.37383 5.15132 1.42782
65 H 1.62980 6.47467 2.96460
66 H 1.98386 5.93994 1.15785
67 H 2.60949 4.95153 2.67215
68 H 1.74218 1.16413 1.46696
69 H 2.21231 2.30094 -1.40264
70 H 3.24121 0.95951 -0.65603
71 H 2.75347 3.90915 0.31748
72 H 3.60375 2.69956 1.47697
73 H 5.33125 1.34844 1.59555
74 H 6.18346 3.00098 1.61981
75 H 7.58233 0.69798 2.46997
76 H 8.45400 2.01494 1.42571
77 H 7.77624 0.43092 0.59766
78 H 4.68093 4.39322 -3.92178
79 H 4.16521 5.21056 -2.34506
80 H 2.32743 4.85638 -4.34613
81 H 1.84389 4.51826 -2.59464
82 H 2.27132 3.09515 -3.82126
83 H 0.64796 1.00806 -2.10615
84 H -0.58859 -0.25927 -2.04395
85 H 0.69342 -3.02806 -0.51379
86 C 4.49130 5.77316 5.18925
87 Cl 4.34613 4.66504 3.81623
88 Cl 3.25109 7.03047 5.13470
89 H 4.38031 5.20708 6.11312
90 H 5.47322 6.24365 5.16034
91 C -4.65584 1.45208 -5.89812
92 Cl -4.08382 0.30339 -4.68239
93 Cl -3.56345 1.50524 -7.28628
94 H -5.64503 1.14637 -6.23600
95 H -4.70893 2.44427 -5.45102
96 C 9.20478 1.14950 -1.79611
97 Cl 9.80911 -0.01053 -0.60656
98 Cl 10.26184 1.22442 -3.21062
99 H 8.20868 0.84348 -2.11419
100 H 9.15818 2.13610 -1.33634
101 C 6.26973 -2.83536 0.69746
102 Cl 7.21032 -2.60029 -0.77949
103 Cl 6.70750 -1.64311 1.92396
104 H 5.21036 -2.73127 0.46402
105 H 6.46506 -3.83379 1.08786
106 C -4.99014 2.36832 5.97013
107 Cl -5.07231 1.15816 4.68313
108 Cl -5.38630 3.97922 5.35856
109 H -5.70012 2.10184 6.75197
110 H -3.98018 2.38321 6.37830
111 C -6.76531 -6.26440 -1.03433
112 Cl -5.78587 -6.02472 -2.48634
113 Cl -6.37131 -5.07383 0.21386
114 H -7.81683 -6.16521 -1.29841
115 H -6.57587 -7.26289 -0.64206
116 C -0.29043 -0.48753 -8.42150
117 Cl 0.68427 -0.28044 -9.88044
118 Cl 0.12530 0.71965 -7.19807
119 H -1.34313 -0.38018 -8.68056
120 H -0.11026 -1.48125 -8.01343
121 C 4.64211 -5.26174 3.14130
122 Cl 4.48411 -3.56899 3.62625
123 Cl 6.32001 -5.80720 3.26478
124 H 4.01995 -5.87584 3.79297
125 H 4.31074 -5.36643 2.10885
126 C -6.82596 -2.03920 -6.85913
127 Cl -5.71264 -2.86774 -5.76477
128 Cl -7.62821 -0.68591 -6.05165
129 H -6.26632 -1.66030 -7.71354
130 H -7.58154 -2.74689 -7.19770
131 C -8.30329 -9.00936 -3.25444
132 Cl -7.19702 -9.85646 -2.16707
133 Cl -9.11920 -7.67750 -2.42536
134 H -7.73691 -8.60889 -4.09437
135 H -9.05234 -9.71266 -3.61596
136 C 2.09763 -7.73031 5.16972
137 Cl 1.83262 -6.08680 4.57115
138 Cl 0.58143 -8.63372 5.24784
139 H 2.78263 -8.24575 4.49724
140 H 2.53029 -7.67761 6.16798
141 C -6.82859 -3.65074 3.46606
142 Cl -7.01625 -1.97005 3.97793
143 Cl -5.15064 -4.18483 3.62797
144 H -7.46254 -4.28166 4.08771
145 H -7.12904 -3.73986 2.42320

Values from the calculation:
Lowest unoccupied orbital energy: -4.4 eV
Net charge: +1
F_max: 7.5 eV/A